Entry from OMol25: BaH12O7 as an isolated structure (ωB97M-V/def2-TZVPD).

Each line ends with the Löwdin charge.
Element x y z (Å)
Ba  3.05  -13.36  -25.86  2.003
O  1.62  -11.33  -26.75  -0.660
H  0.98  -11.34  -26.03  -0.171
O  4.27  -11.12  -25.20  -0.624
H  4.34  -11.31  -24.26  -0.176
O  0.75  -14.54  -26.85  -0.180
H  -0.14  -14.29  -26.56  0.065
H  0.62  -15.26  -27.48  0.054
O  5.72  -13.37  -26.42  -0.206
H  6.16  -12.78  -25.81  0.037
H  6.34  -14.06  -26.69  0.043
O  4.33  -13.87  -23.45  -0.180
H  5.17  -13.59  -23.08  0.060
H  3.79  -14.18  -22.72  0.049
O  2.14  -15.77  -24.47  -0.146
H  2.62  -16.56  -24.22  0.055
H  1.26  -16.07  -24.74  0.040
O  3.14  -13.83  -28.58  -0.166
H  2.33  -13.53  -29.02  0.055
H  3.46  -14.59  -29.07  0.048

Its HOMO energy is -0.225 Eh. The charge is 0. The LUMO energy comes out at -0.80 eV. The value obtained for the relative energy (zero: lowest compared OMol25 entry of this formula, charge and spin) is 0.0 kcal/mol. For the max |F|, the calculation gives 2.902 eV/Å.